A structure of composition C59H51NO2P2Pd, computed with wB97M-V/def2-TZVPD.

Atoms and positions in Å:
Pd1 -5.466 0.326 -0.879
P1 -6.319 -1.509 0.081
P2 -6.251 2.379 -0.389
O1 0.646 0.797 2.614
O2 -0.393 2.631 2.029
N1 0.360 1.646 1.728
C1 -1.437 3.534 -0.750
C2 -2.038 2.852 -2.992
C3 -8.058 3.283 -2.325
C4 -4.168 5.667 0.903
C5 -6.273 -0.599 -4.897
C6 -2.530 0.155 -1.653
C7 -4.804 -2.471 -4.409
C8 -5.001 4.849 0.142
C9 -6.254 -1.641 4.691
C10 -6.136 -2.815 2.574
C11 -5.517 0.203 -4.052
C12 -4.447 -0.346 -3.314
C13 -10.572 -2.456 -1.372
C14 -8.441 -1.369 -1.713
C15 -8.881 -2.572 0.356
C16 -9.645 1.923 2.653
C17 -7.686 3.134 1.903
C18 -5.020 3.462 0.380
C19 -8.666 2.897 2.867
C20 -5.350 -2.942 -0.458
C21 -2.083 4.190 -3.375
C22 -8.367 3.859 -3.559
C23 -5.918 -1.942 -5.066
C24 -8.723 1.462 0.470
C25 2.043 0.722 0.220
C26 -4.141 2.902 1.319
C27 -4.010 -3.004 -0.049
C28 0.864 1.505 0.447
C29 -10.150 -2.904 -0.115
C30 -9.683 1.211 1.449
C31 -6.008 4.264 -3.985
C32 -3.194 -4.048 -0.485
C33 -6.126 -2.835 3.971
C34 -1.470 4.865 -1.140
C35 2.904 1.112 -0.847
C36 -3.347 3.734 2.102
C37 5.795 -1.313 -0.530
C38 -7.347 4.350 -4.382
C39 -5.865 -3.913 -1.330
C40 -3.816 0.489 -2.263
C41 -3.718 -5.034 -1.328
C42 -3.346 5.112 1.886
C43 -5.691 3.697 -2.752
C44 -8.010 -1.834 -0.460
C45 -7.680 2.372 0.720
C46 -6.395 -0.400 2.622
C47 -1.805 5.203 -2.451
C48 -6.367 -0.422 4.015
C49 -1.593 1.091 -1.259
C50 -5.047 -4.960 -1.756
C51 4.120 0.486 -1.057
C52 -1.677 2.486 -1.666
C53 4.515 -0.590 -0.246
C54 3.673 -0.997 0.797
C55 -4.036 -1.669 -3.570
C56 -6.716 3.226 -1.912
C57 2.448 -0.380 1.022
C58 -9.725 -1.676 -2.165
C59 -6.283 -1.593 1.892
H1 -3.156 -2.062 -3.056
H2 -10.389 1.725 3.425
H3 -4.547 -3.524 -4.535
H4 -11.568 -2.717 -1.732
H5 -6.514 -2.573 -5.722
H6 -2.236 2.057 -3.721
H7 -6.030 -3.744 2.011
H8 -2.360 -0.913 -1.472
H9 -8.845 2.897 -1.674
H10 -5.779 1.252 -3.895
H11 -8.652 3.478 3.790
H12 -5.209 4.637 -4.627
H13 -4.163 6.742 0.721
H14 -7.599 4.800 -5.342
H15 0.618 2.278 -0.275
H16 -6.902 -3.852 -1.665
H17 -8.550 -2.890 1.345
H18 -3.087 -5.862 -1.656
H19 6.406 -0.741 -1.234
H20 -2.326 4.433 -4.413
H21 -10.057 -1.310 -3.139
H22 -3.979 1.566 -2.408
H23 -5.454 -5.718 -2.429
H24 5.607 -2.297 -0.980
H25 6.366 -1.475 0.391
H26 -8.763 0.926 -0.481
H27 -6.440 0.515 4.572
H28 -10.454 0.459 1.267
H29 -1.223 3.265 0.284
H30 -1.241 5.646 -0.411
H31 -3.608 -2.231 0.608
H32 4.786 0.817 -1.857
H33 -2.688 5.752 2.476
H34 -4.081 1.816 1.437
H35 1.794 -0.711 1.824
H36 2.577 1.935 -1.492
H37 -6.263 -1.664 5.783
H38 3.997 -1.821 1.439
H39 -10.804 -3.516 0.509
H40 -6.512 0.545 2.086
H41 -0.801 0.786 -0.575
H42 -5.646 5.284 -0.620
H43 -4.649 3.619 -2.429
H44 -7.774 -0.760 -2.328
H45 -6.925 3.901 2.056
H46 -2.152 -4.087 -0.161
H47 -6.018 -3.788 4.494
H48 -1.838 6.246 -2.760
H49 -9.410 3.917 -3.872
H50 -7.141 -0.178 -5.407
H51 -2.717 3.298 2.876

Output
LUMO level	3.9	eV
E	-89651.581	eV
Kohn-Sham gap	4.3	eV
ΔE to the lowest compared entry with this formula, charge and spin	28.9	kJ/mol
net charge	-2
spin multiplicity	1